Record 1
124
Properties=species:S:1:pos:R:3:lowdin_charge:R:1 method="wB97M-V/def2-TZVPD" homo_energy_ev=-9.832 e_tot_ha=-6025.3638 charge=+1 spin_multiplicity=1
C 6.81472 3.82923 2.01417 -0.10
O 7.64025 4.44014 1.00756 -0.20
C 7.08120 4.18451 -0.28518 -0.24
C 7.75079 2.92025 -0.92468 -0.17
C 7.82892 3.00196 -2.50087 -0.20
C 8.35899 1.67146 -3.15357 -0.19
C 7.19951 0.86958 -3.87111 -0.20
C 6.75599 -0.39759 -3.03249 -0.20
C 5.66815 -1.23102 -3.79614 -0.20
C 4.41789 -1.57632 -2.88745 -0.17
C 3.79257 -0.19533 -2.48180 -0.23
C 2.35012 -0.28316 -1.87406 -0.13
C 1.95950 1.05640 -1.06106 -0.51
P 2.26228 0.88514 0.80453 0.68
O 1.37261 -0.43032 1.36212 -0.33
Br 4.44452 0.28067 1.11619 0.35
C 0.49269 1.59837 -1.28619 -0.40
S -0.88876 0.36115 -1.37564 0.72
C -2.35358 1.17787 -0.59099 -0.11
O -0.62354 -0.89403 -0.62848 -0.33
O -1.26639 0.06834 -2.79403 -0.34
N 0.44504 2.29065 -2.61697 -0.36
Cl -0.40580 3.76064 -2.27727 0.82
C 1.85719 2.40082 -2.91566 -0.27
N 2.31352 2.69141 -4.09335 0.19
C 1.41866 2.94703 -5.23487 -0.11
C 1.87109 4.16686 -6.11795 -0.36
C 3.43235 4.36756 -6.16862 -0.08
C 1.26761 5.47885 -5.44362 -0.07
N 2.69963 2.10343 -1.82222 -0.04
C 3.35171 3.21782 -1.09673 -0.13
C 2.39981 4.22817 -0.36666 -0.23
O 3.23343 5.09759 0.43141 -0.06
H 6.29523 2.91427 1.62714 0.05
H 7.43248 3.47861 2.87557 0.10
H 6.06146 4.59231 2.33441 0.10
H 5.97000 4.06742 -0.14558 0.08
H 7.21730 5.05677 -0.97215 0.13
H 8.76667 2.77779 -0.48012 0.13
H 7.14877 2.01891 -0.64087 0.10
H 8.50661 3.85645 -2.75087 0.12
H 6.79574 3.26820 -2.83950 0.09
H 8.84654 1.05929 -2.35931 0.11
H 9.15255 1.91948 -3.89710 0.11
H 6.34219 1.56094 -4.06452 0.09
H 7.60804 0.48528 -4.83613 0.11
H 6.42935 -0.00593 -2.04171 0.09
H 7.67476 -1.00694 -2.83946 0.12
H 5.31182 -0.61644 -4.65507 0.10
H 6.12574 -2.15609 -4.21286 0.11
H 4.69659 -2.22606 -2.03318 0.12
H 3.68991 -2.07146 -3.58201 0.12
H 4.45219 0.25072 -1.70403 0.04
H 3.85165 0.45632 -3.38995 0.10
H 2.20944 -1.20421 -1.26930 0.11
H 1.63464 -0.31586 -2.74113 0.13
H 1.52455 -1.14473 0.71584 0.04
H 0.21423 2.22852 -0.40687 0.09
H -3.13901 1.41018 -1.34743 0.09
H -2.79360 0.55457 0.21893 0.06
H -2.05083 2.15178 -0.12775 0.06
H 3.33213 2.68883 -4.16758 0.16
H 1.43285 2.01361 -5.85662 0.15
H 0.36205 3.14152 -4.94656 0.12
H 1.51082 4.10787 -7.16700 0.14
H 3.72997 4.95868 -7.06123 0.09
H 3.99596 3.40327 -6.12610 0.08
H 3.73490 4.98724 -5.28323 0.08
H 1.88009 6.35648 -5.74947 0.09
H 1.34952 5.37221 -4.33820 0.06
H 0.21953 5.56546 -5.80515 0.09
H 4.06431 2.82462 -0.32631 0.09
H 3.97652 3.78956 -1.82454 0.14
H 1.89239 4.90715 -1.09765 0.10
H 1.68552 3.76222 0.34378 0.10
H 4.13522 5.02889 0.09579 0.05
C -3.70104 1.74381 3.06211 -0.12
O -4.44370 0.77021 2.34474 -0.21
C -4.06947 -0.57160 2.66465 -0.21
C -5.18269 -1.28200 3.42404 -0.21
N -5.32922 -0.73703 4.77115 -0.04
C -6.53946 -1.18980 5.45894 -0.19
C -7.89066 -0.78754 4.85819 -0.22
O -8.16396 0.60407 4.92101 -0.17
C -7.62487 1.36714 3.85606 -0.10
H -3.93076 2.72286 2.63900 0.09
H -3.98369 1.75595 4.11758 0.08
H -2.62468 1.56869 2.96809 0.08
H -3.12193 -0.61541 3.21040 0.12
H -3.92260 -1.09275 1.71172 0.11
H -4.95145 -2.34598 3.49226 0.10
H -6.10448 -1.16660 2.84440 0.11
H -5.35282 0.27261 4.71955 0.06
H -6.49366 -0.77658 6.47152 0.12
H -6.50339 -2.27776 5.56189 0.11
H -8.66550 -1.26653 5.46379 0.12
H -8.02919 -1.16827 3.83965 0.11
H -7.57843 0.80248 2.92162 0.09
H -6.63604 1.74834 4.12053 0.07
H -8.27281 2.23238 3.70293 0.09
C -3.21256 -7.80427 3.49942 -0.11
O -4.21894 -8.06270 2.53506 -0.20
C -5.30723 -8.82967 3.04233 -0.21
C -6.57286 -7.98527 3.12529 -0.21
N -6.46308 -6.97750 4.17784 -0.05
C -7.52300 -5.96987 4.14525 -0.19
C -7.59981 -5.05925 2.91446 -0.22
O -6.50294 -4.16598 2.78298 -0.21
C -5.36543 -4.71219 2.13357 -0.10
H -2.35869 -7.36544 2.98246 0.09
H -3.56040 -7.08968 4.25123 0.08
H -2.88637 -8.72632 3.98719 0.09
H -5.07189 -9.29200 4.00513 0.12
H -5.48330 -9.63815 2.32604 0.12
H -7.42690 -8.63427 3.33749 0.12
H -6.72571 -7.52353 2.14348 0.10
H -5.57370 -6.50427 4.09027 0.06
H -7.36854 -5.32876 5.01943 0.12
H -8.48817 -6.46416 4.28564 0.12
H -8.48227 -4.42460 3.03988 0.12
H -7.76301 -5.61725 1.98575 0.11
H -5.63340 -5.45606 1.38033 0.09
H -4.67652 -5.14091 2.86402 0.07
H -4.83828 -3.89438 1.63647 0.08

Record 2
113
Properties=species:S:1:pos:R:3:lowdin_charge:R:1 method="wB97M-V/def2-TZVPD" homo_energy_ev=-7.969 e_tot_ha=-1766.2948 smiles="CCCCO[C@@H]1C[C@@H](CCCCCCOC)OC1=O.CCN(CC)CC.CCN(CC)CC.CCN(CC)CC" de_lowest_kcal_mol=0.0 charge=0 spin_multiplicity=1
C 6.25016 -3.47007 -0.46699 -0.11
C 5.96587 -3.75232 -1.96400 -0.25
C 4.54478 -4.36182 -2.17429 -0.16
C 3.59306 -3.43809 -2.97992 -0.18
O 2.26431 -3.45635 -2.44788 -0.07
C 1.76459 -2.25087 -1.93364 -0.24
C 1.21264 -1.16349 -2.88394 -0.04
C 2.45595 -0.29018 -3.06762 -0.32
C 2.32866 1.12204 -3.64776 -0.13
C 3.71399 1.60647 -4.15888 -0.20
C 3.97504 3.13321 -4.15966 -0.20
C 5.34383 3.50761 -3.53728 -0.20
C 5.35911 3.99503 -2.07512 -0.17
C 4.29750 3.37080 -1.14853 -0.24
O 4.60691 3.57150 0.21865 -0.20
C 5.42427 2.55406 0.77353 -0.10
O 3.06624 -0.28817 -1.76865 0.05
C 2.71511 -1.40239 -1.05948 -0.45
O 3.07526 -1.57304 0.02639 0.18
H 7.21803 -2.95963 -0.34204 0.07
H 5.45443 -2.83383 -0.04893 0.06
H 6.27233 -4.42577 0.08410 0.08
H 6.74114 -4.40900 -2.38130 0.10
H 6.04269 -2.78526 -2.49233 0.10
H 4.07350 -4.60005 -1.21076 0.12
H 4.67191 -5.29175 -2.75548 0.11
H 4.02301 -2.42630 -3.00995 0.10
H 3.53412 -3.78157 -4.02835 0.13
H 0.93796 -2.57018 -1.27476 0.16
H 0.71490 -1.53912 -3.78437 0.14
H 0.44906 -0.64291 -2.27587 0.12
H 3.06599 -0.84207 -3.81543 0.14
H 1.62295 1.10054 -4.49094 0.12
H 1.92986 1.82290 -2.89206 0.12
H 3.90616 1.17073 -5.14984 0.12
H 4.46414 1.15937 -3.47844 0.10
H 3.14002 3.68421 -3.70210 0.11
H 4.02401 3.46803 -5.20921 0.10
H 6.03396 2.65159 -3.65372 0.11
H 5.78015 4.31796 -4.14810 0.10
H 6.34777 3.79345 -1.62570 0.11
H 5.22847 5.09166 -2.04303 0.12
H 3.32065 3.84625 -1.34741 0.12
H 4.16586 2.29225 -1.36916 0.11
H 6.49712 2.76702 0.62716 0.08
H 5.22768 2.51546 1.85366 0.09
H 5.19959 1.56559 0.34351 0.09
C 1.20004 7.37663 0.58029 -0.09
C 0.82828 7.00668 2.00839 -0.28
N -0.11554 5.90547 2.08786 -0.20
C -0.68005 5.72747 3.41337 -0.25
C 0.26188 5.32644 4.55612 -0.09
C 0.28046 4.69127 1.39331 -0.24
C 1.60334 4.02907 1.79308 -0.08
H 0.30720 7.58873 -0.01001 0.08
H 1.82701 8.26939 0.58358 0.07
H 1.76452 6.58576 0.08475 0.06
H 0.35786 7.87516 2.47802 0.12
H 1.75439 6.81402 2.57291 0.10
H -1.48877 4.99438 3.34420 0.11
H -1.16528 6.66997 3.68755 0.11
H 0.55728 4.27989 4.49630 0.05
H -0.24657 5.46270 5.51299 0.07
H 1.16431 5.93819 4.57595 0.07
H 0.32406 4.91702 0.32437 0.10
H -0.53055 3.96566 1.49004 0.11
H 2.41171 4.75297 1.89895 0.07
H 1.90852 3.32392 1.01746 0.06
H 1.52133 3.46614 2.72216 0.06
C -4.45472 0.13728 3.00232 -0.08
C -3.00991 -0.17299 2.64202 -0.27
N -2.87363 -1.15524 1.58182 -0.19
C -1.52001 -1.65945 1.43554 -0.24
C -0.40047 -0.69624 1.01505 -0.07
C -3.57139 -0.84967 0.34659 -0.26
C -3.23323 0.46480 -0.36727 -0.08
H -4.99595 -0.77453 3.26011 0.07
H -4.48273 0.80494 3.86440 0.07
H -4.98526 0.63570 2.18967 0.07
H -2.51618 -0.57716 3.52991 0.12
H -2.49411 0.77162 2.40604 0.10
H -1.55077 -2.49678 0.73156 0.11
H -1.23453 -2.09989 2.39603 0.11
H -0.45788 -0.44067 -0.04464 0.04
H 0.56372 -1.18246 1.17793 0.07
H -0.40298 0.22841 1.59261 0.07
H -4.64609 -0.85395 0.54990 0.09
H -3.41995 -1.68247 -0.34644 0.11
H -3.18289 1.30258 0.32834 0.07
H -4.01122 0.69506 -1.09841 0.07
H -2.28999 0.41093 -0.91055 0.05
C -8.02543 -6.61966 2.57631 -0.09
C -6.94380 -6.49347 1.51393 -0.28
N -7.24595 -5.49395 0.50479 -0.20
C -6.36787 -5.55606 -0.65032 -0.25
C -4.87818 -5.24773 -0.44837 -0.08
C -7.53622 -4.16150 1.00598 -0.25
C -6.46310 -3.46645 1.85372 -0.08
H -8.99697 -6.81231 2.11900 0.08
H -7.79093 -7.45145 3.24202 0.07
H -8.10456 -5.72335 3.19237 0.06
H -6.84988 -7.45575 1.00305 0.12
H -5.97842 -6.31429 2.01385 0.10
H -6.76787 -4.88804 -1.41849 0.11
H -6.45418 -6.56426 -1.06841 0.11
H -4.69428 -4.18213 -0.31298 0.05
H -4.31799 -5.56140 -1.33195 0.07
H -4.46182 -5.77955 0.40769 0.07
H -8.45604 -4.21291 1.59394 0.10
H -7.78909 -3.52680 0.15255 0.11
H -6.03255 -4.13222 2.60284 0.07
H -6.90944 -2.62331 2.38633 0.07
H -5.65542 -3.06366 1.24390 0.04

Looking at orbital gap for the records above, in order, we have 5.0893; 8.5288 eV.
Looking at LUMO level for the records above, in order, we have -4.743; 0.560 eV.